(1)
ORCA calculation (ωB97M-V/def2-TZVPD) on C10H17Cl2FMoO2 as an isolated structure in a non-equilibrium geometry.

Properties
Charge ... -2
Relative energy (zero: lowest compared OMol25 entry of this formula, charge and spin) ... 121.1 kJ/mol
Molar mass ... 355.1 g/mol
Highest occupied orbital energy (spin up / spin down) ... 0.86 / 0.86 eV
Spin multiplicity ... 3
Lowest unoccupied orbital energy (spin up / spin down) ... 6.00 / 5.97 eV

```
33
Properties=species:S:1:pos:R:3:mulliken_spin:R:1
C 0.1693 1.0379 -0.9219 0.016
C -1.1350 0.7901 -0.3928 -0.040
C -1.2841 -0.6182 -0.2313 0.053
C -2.1946 1.7738 -0.1597 0.013
C -0.0758 -1.2363 -0.6675 -0.047
C 0.8158 -0.2170 -1.1050 0.030
C 2.1557 -0.4212 -1.6798 0.003
C 0.6954 2.3495 -1.3147 -0.008
C -2.4990 -1.3589 0.1490 -0.005
C 0.2260 -2.6774 -0.7038 0.000
Mo 0.6431 0.5283 2.3287 1.860
Cl -1.5381 0.1797 2.9471 0.011
Cl -0.0002 2.7617 1.9708 0.063
O 0.7576 -1.4596 2.0729 0.029
H -1.7686 2.7556 0.0307 -0.005
H -2.8011 1.5099 0.7111 -0.002
H -2.8433 1.8700 -1.0377 0.000
H -3.1834 -0.7553 0.7489 -0.002
H -2.2345 -2.2529 0.7308 0.002
H -3.0124 -1.7150 -0.7597 0.001
H -0.3034 -3.2154 0.0936 0.000
H 1.3038 -2.8517 -0.5797 0.001
H -0.0666 -3.1234 -1.6704 0.001
H 2.6404 -1.2920 -1.2307 0.003
H 2.7963 0.4462 -1.5002 -0.002
H 2.1015 -0.5912 -2.7642 0.000
H 0.2145 3.1602 -0.7585 -0.001
H 0.5278 2.5039 -2.3906 0.000
H 1.7692 2.4343 -1.1364 -0.001
H 1.3046 -1.7666 2.8102 0.018
O 2.3232 0.9587 1.2167 -0.035
H 2.9943 0.2687 1.2209 0.016
F 1.5018 0.2234 3.9732 0.030
```

(2)
ORCA calculation (ωB97M-V/def2-TZVPD) on C21H44N3OP2Zr as an isolated structure in a non-equilibrium geometry.

Properties
Charge ... +3
Relative energy (zero: lowest compared OMol25 entry of this formula, charge and spin) ... 95.3 kJ/mol
Molar mass ... 507.8 g/mol
Highest occupied orbital energy (spin up / spin down) ... -17.95 / -17.95 eV
Spin multiplicity ... 1
Lowest unoccupied orbital energy (spin up / spin down) ... -11.46 / -11.46 eV

```
72
Properties=species:S:1:pos:R:3:lowdin_charge:R:1
Zr -0.0433 -0.0508 0.0756 1.314
P -0.0870 -2.4546 -0.9503 0.969
P -0.1390 2.4543 -0.6986 0.978
N 1.6369 0.0055 -1.2007 -0.315
C 1.5821 -2.4384 -1.7731 -0.266
H 2.1347 -3.3608 -1.5327 0.107
H 1.3847 -2.4487 -2.8590 0.100
C 2.4433 -1.1952 -1.4363 -0.293
H 3.1278 -1.4405 -0.5936 0.126
H 3.1024 -1.0069 -2.3048 0.136
C 2.4038 1.2574 -1.1807 -0.282
H 3.1746 1.2104 -1.9719 0.135
H 2.9560 1.4045 -0.2275 0.124
C 1.5482 2.5220 -1.4444 -0.274
H 1.4106 2.6635 -2.5294 0.105
H 2.0805 3.4121 -1.0781 0.103
C 0.0097 3.3005 0.9558 -0.545
C -1.1882 2.9872 1.8652 -0.107
H -0.9399 3.3009 2.8893 0.098
H -1.4309 1.9153 1.9010 0.036
H -2.0898 3.5194 1.5372 0.080
C -1.3537 3.3366 -1.7327 -0.534
C -2.7363 3.3890 -1.0708 -0.084
H -3.4770 3.6981 -1.8192 0.109
H -2.7791 4.1038 -0.2418 0.081
H -3.0517 2.4075 -0.6976 0.050
C -1.3221 -3.1568 -2.1017 -0.539
C -2.7118 -3.2952 -1.4649 -0.082
H -3.4470 -3.5190 -2.2506 0.110
H -3.0380 -2.3689 -0.9795 0.046
H -2.7540 -4.1005 -0.7223 0.083
C 0.0609 -3.5328 0.5709 -0.531
C -1.0574 -3.2322 1.5841 -0.098
H -0.7702 -3.6400 2.5650 0.105
H -2.0218 -3.6675 1.2888 0.087
H -1.2252 -2.1533 1.7432 0.031
C -2.2762 -0.0697 0.3087 -0.045
C -0.8494 4.6852 -2.2479 -0.071
H -0.7880 5.4424 -1.4599 0.076
H 0.1335 4.5992 -2.7244 0.082
H -1.5487 5.0502 -3.0096 0.108
C -0.8489 -4.4303 -2.8090 -0.073
H -1.5583 -4.6834 -3.6082 0.109
H 0.1323 -4.2950 -3.2757 0.080
H -0.7861 -5.2837 -2.1268 0.073
C 0.2788 -5.0304 0.3008 -0.075
H 0.6076 -5.5163 1.2347 0.104
H -0.6324 -5.5493 -0.0306 0.087
H 1.0661 -5.2025 -0.4473 0.086
C 0.3406 4.7942 0.9157 -0.072
H -0.5323 5.4176 0.6706 0.090
H 0.6763 5.0948 1.9205 0.102
H 1.1539 5.0270 0.2165 0.085
H 0.8679 2.7777 1.4022 0.062
H 0.9910 -3.1506 1.0255 0.080
H -1.4438 2.6669 -2.6043 0.102
H -1.4028 -2.3675 -2.8674 0.086
O -3.4503 -0.0495 0.3285 0.197
H -0.5912 -0.0452 -3.4995 0.066
H -1.2775 0.0895 -3.2160 0.047
C 2.1330 0.2802 5.2084 0.041
N 1.6781 0.0745 3.8471 -0.057
C 1.7373 -1.0694 3.0833 0.070
C 1.2393 -0.7532 1.8308 -0.238
N 0.8104 0.6029 1.8985 -0.109
C 1.1134 1.0559 3.1106 -0.041
H 1.5476 -0.3098 5.9263 0.125
H 3.1896 0.0055 5.3271 0.125
H 2.0169 1.3455 5.4547 0.117
H 2.1970 -1.9807 3.4156 0.161
H 1.7217 -1.1026 0.8873 0.090
H 0.9607 2.0539 3.4993 0.164
```

(3)
ORCA calculation (ωB97M-V/def2-TZVPD) on C5H7ClO3 as an isolated structure in a non-equilibrium geometry.

Properties
Molar mass ... 150.6 g/mol
Highest occupied orbital energy (spin up / spin down) ... -4.73 / -10.76 eV
Spin multiplicity ... 3
Lowest unoccupied orbital energy (spin up / spin down) ... 0.80 / -3.06 eV

```
16
Properties=species:S:1:pos:R:3:mulliken_spin:R:1
C 0.8266 0.3215 -0.2644 0.701
C -1.9001 -0.7576 0.0800 0.024
C -1.0992 0.4400 0.0876 0.444
C -1.4409 -2.1376 -0.1799 0.014
C 2.6314 1.7491 0.2854 0.067
O 1.2616 -0.4558 -1.0643 0.383
O -1.5330 -0.1272 1.2814 0.120
O 1.3456 1.2135 0.5069 0.003
Cl -1.7707 1.9727 -0.4334 0.235
H -2.9686 -0.5952 -0.0914 0.012
H -2.3026 -2.8587 -0.3582 0.001
H -0.8779 -2.4583 0.6217 -0.003
H -0.8461 -2.0881 -1.0155 -0.005
H 2.6613 2.6013 1.0105 0.000
H 2.5715 2.1147 -0.8152 0.004
H 3.4412 1.0656 0.3488 -0.002
```

(4)
ORCA calculation (ωB97M-V/def2-TZVPD) on a 2-piece molecular cluster, C10H22NO5PS overall in a non-equilibrium geometry.

Properties
Molar mass ... 299.3 g/mol
Highest occupied orbital energy ... -9.34 eV
Spin multiplicity ... 1
Structure (SMILES) ... O=C1C[C@H](CCCS)CN1.COP(=O)(OC)OC
Lowest unoccupied orbital energy ... 0.58 eV

```
40
Properties=species:S:1:pos:R:3:nbo_charge:R:1
O 0.8629 0.5771 0.0579 -0.545
C 0.2131 1.2613 0.7964 0.704
C -0.4770 2.6025 0.4154 -0.524
C -1.5818 2.5923 1.4727 -0.226
C -2.5567 3.7613 1.5969 -0.398
C -3.8179 3.4942 0.7536 -0.398
C -4.7969 2.5067 1.4208 -0.516
S -4.9296 0.8716 0.6130 -0.044
C -0.7178 2.1773 2.6690 -0.225
N -0.0868 0.9271 2.1609 -0.642
H -0.7938 2.4577 -0.6128 0.238
H 0.2266 3.4178 0.5757 0.229
H -2.1896 1.7127 1.2287 0.186
H -2.1339 4.6886 1.2118 0.212
H -2.8697 3.8533 2.6369 0.205
H -4.3414 4.4363 0.6039 0.215
H -3.5320 3.0821 -0.2132 0.206
H -5.7991 2.9183 1.3413 0.227
H -4.5711 2.3316 2.4698 0.208
H -3.7553 0.8282 -0.0242 0.110
H 0.1249 2.8723 2.6353 0.185
H -1.1671 2.1151 3.6519 0.216
H -0.8424 0.2443 2.1298 0.376
C 4.8039 -4.6996 -0.4621 -0.244
O 3.3892 -4.5477 -0.5919 -0.805
P 2.7322 -3.9564 -1.9160 2.572
O 3.7612 -3.7858 -2.9567 -1.130
O 2.2298 -2.5736 -1.2580 -0.838
C 3.1543 -1.4968 -1.1098 -0.261
O 1.3405 -4.3161 -2.5914 -0.809
C 0.7479 -3.3038 -3.4122 -0.242
H 4.9979 -5.6305 0.0683 0.186
H 5.3142 -4.7262 -1.4207 0.219
H 5.1735 -3.8687 0.1375 0.184
H 3.9477 -1.5495 -1.8566 0.193
H 3.5821 -1.5051 -0.1054 0.173
H 2.6026 -0.5705 -1.2396 0.210
H 1.4916 -2.8484 -4.0643 0.201
H 0.2690 -2.5456 -2.7972 0.197
H -0.0053 -3.8053 -4.0153 0.193
```

(5)
ORCA calculation (ωB97M-V/def2-TZVPD) on a 5-piece molecular cluster, H10O5 overall in a non-equilibrium geometry.

Properties
Relative energy (zero: lowest compared OMol25 entry of this formula, charge and spin) ... 222.1 kJ/mol
Molar mass ... 90.1 g/mol
Highest occupied orbital energy ... -10.96 eV
Spin multiplicity ... 1
Structure (SMILES) ... O.O.O.O.O
Lowest unoccupied orbital energy ... 0.61 eV

```
15
Properties=species:S:1:pos:R:3:nbo_charge:R:1
O -4.7815 -2.0889 -1.3851 -0.951
H -5.0873 -2.0260 -0.5172 0.478
H -4.2904 -2.8926 -1.4981 0.479
O 2.0470 1.0501 0.1180 -0.950
H 2.2439 0.6157 -0.7189 0.474
H 2.7369 1.7395 0.3350 0.476
O 7.1775 5.5985 2.9452 -0.957
H 6.4959 6.2235 3.3317 0.480
H 7.0519 5.4672 1.9891 0.477
O -0.7410 -4.9941 -0.0742 -0.959
H -0.9550 -4.6080 -0.8154 0.474
H -0.6066 -5.8680 0.0910 0.485
O -3.6679 0.5495 -0.8901 -0.961
H -4.1855 -0.0721 -1.4954 0.491
H -3.4379 1.3056 -1.4155 0.464
```

(6)
ORCA calculation (ωB97M-V/def2-TZVPD) on one molecule with the formula C2H6O2S in a non-equilibrium geometry.

Properties
Relative energy (zero: lowest compared OMol25 entry of this formula, charge and spin) ... 169.1 kJ/mol
Molar mass ... 94.1 g/mol
Highest occupied orbital energy ... -9.06 eV
Spin multiplicity ... 1
Structure (SMILES) ... OC(O)CS
Lowest unoccupied orbital energy ... 0.62 eV

```
11
Properties=species:S:1:pos:R:3:nbo_charge:R:1
O -0.5688 -1.4292 0.0189 -0.714
C -0.4678 -0.1390 -0.3967 0.428
O -1.5904 0.5916 -0.1973 -0.713
C 0.6748 0.6857 0.2400 -0.562
S 2.3341 0.0290 -0.1731 -0.064
H -1.5641 -1.8403 -0.0169 0.510
H -0.1493 0.0864 -1.6654 0.050
H -1.3165 1.4938 -0.5412 0.478
H 0.5298 0.7759 1.3703 0.226
H 0.8558 1.6823 -0.1371 0.227
H 2.3951 -1.1915 0.4161 0.136
```

(7)
ORCA calculation (ωB97M-V/def2-TZVPD) on C35H29N5O2P2Se2V as an isolated structure in a non-equilibrium geometry.

Properties
Charge ... +1
Relative energy (zero: lowest compared OMol25 entry of this formula, charge and spin) ... 94.2 kJ/mol
Molar mass ... 822.5 g/mol
Highest occupied orbital energy (spin up / spin down) ... -10.02 / -10.02 eV
Spin multiplicity ... 3
Lowest unoccupied orbital energy (spin up / spin down) ... -3.82 / -3.39 eV

```
76
Properties=species:S:1:pos:R:3:mulliken_spin:R:1
V -2.3686 2.2290 -1.4610 2.149
Se -2.0433 -3.4030 2.2841 -0.001
P -0.4986 -1.9920 2.1972 0.001
C 1.0260 -2.6180 1.4416 0.000
C 2.2376 -1.9301 1.5221 0.000
C 3.4099 -2.4973 1.0425 0.000
C 3.3820 -3.7683 0.4870 0.000
C 2.1770 -4.4519 0.3820 0.000
C 0.9996 -3.8795 0.8480 0.000
C -0.0318 -1.2972 3.8061 0.000
C -0.9497 -0.4506 4.4373 0.000
C -0.6741 0.0577 5.6974 0.000
C 0.5029 -0.2862 6.3508 0.000
C 1.3962 -1.1573 5.7492 0.000
C 1.1316 -1.6643 4.4815 0.000
C -1.1037 -0.5203 1.2368 -0.034
C -0.7705 0.1964 0.1110 0.029
N -1.8326 1.0358 -0.1083 -0.126
N -2.7677 0.8538 0.8441 -0.020
N -2.3512 -0.0625 1.6457 0.003
P 0.4858 0.2884 -1.1707 0.023
Se -0.2668 1.6499 -2.7230 -0.033
C 2.0526 0.8336 -0.5454 -0.001
C 3.0991 1.0059 -1.4546 0.002
C 4.3327 1.4434 -0.9994 -0.002
C 4.5075 1.7315 0.3499 0.001
C 3.4504 1.6033 1.2434 -0.001
C 2.2151 1.1626 0.7960 -0.001
C 0.6171 -1.3525 -1.9050 0.006
C 1.8407 -1.9203 -2.2310 0.002
C 1.8790 -3.1226 -2.9292 -0.001
C 0.7039 -3.7681 -3.2692 0.001
C -0.5259 -3.2176 -2.9110 0.001
C -0.5714 -2.0087 -2.2450 0.001
H 2.2806 -0.9601 1.9892 0.000
H 4.3442 -1.9549 1.1258 0.000
H 4.3012 -4.2266 0.1366 0.000
H 2.1526 -5.4437 -0.0528 0.000
H 0.0633 -4.4213 0.8058 0.000
H -1.8833 -0.2070 3.9483 0.000
H -1.3900 0.7128 6.1793 0.000
H 0.7115 0.1077 7.3398 0.000
H 2.2970 -1.4581 6.2708 0.000
H 1.8138 -2.3802 4.0510 0.000
H 2.9513 0.8135 -2.5108 0.000
H 5.1522 1.5724 -1.6977 0.000
H 5.4707 2.0810 0.7032 0.000
H 3.5836 1.8614 2.2879 0.000
H 1.3772 1.1018 1.4810 0.001
H 2.7646 -1.4383 -1.9452 0.000
H 2.8361 -3.5601 -3.1893 0.000
H 0.7398 -4.7115 -3.8009 0.000
H -1.4461 -3.7341 -3.1580 0.000
H -1.5283 -1.5778 -1.9837 0.005
C -4.8682 -0.7846 -4.0267 0.008
C -4.0483 0.0532 -4.7709 -0.006
C -3.3773 1.0674 -4.1326 0.019
N -3.5209 1.2898 -2.8113 -0.039
C -4.3713 0.5108 -2.1058 0.034
C -5.0361 -0.5537 -2.6719 -0.015
H -5.3812 -1.6117 -4.5053 0.000
H -3.9140 -0.0874 -5.8350 0.000
H -2.6972 1.7131 -4.6603 0.000
H -4.5199 0.7519 -1.0597 -0.001
H -5.6853 -1.1667 -2.0624 -0.001
O -3.3533 4.7094 -1.6742 0.005
C -2.3383 4.8689 -0.9976 -0.011
C -1.7918 6.1157 -0.3588 0.001
C -0.5310 5.6272 0.3629 -0.002
C -0.4137 4.1482 0.0294 0.010
O 0.4544 3.4144 0.4012 0.003
N -1.5304 3.7853 -0.7655 -0.012
H -2.5442 6.5432 0.3019 -0.001
H -1.5934 6.8507 -1.1372 0.000
H -0.6019 5.7215 1.4449 0.001
H 0.3803 6.1337 0.0536 0.000
```

(8)
ORCA calculation (ωB97M-V/def2-TZVPD) on a 14-piece molecular cluster, C5H40NO13S2 overall in a non-equilibrium geometry.

Properties
Charge ... +1
Molar mass ... 386.5 g/mol
Highest occupied orbital energy ... -10.63 eV
Spin multiplicity ... 1
Lowest unoccupied orbital energy ... -2.44 eV

```
61
Properties=species:S:1:pos:R:3:nbo_charge:R:1
N 1.3103 0.5671 2.1975 -0.694
C 1.4412 -0.9142 1.8267 -0.235
C 0.0796 -1.3931 1.4347 -0.580
S -0.0478 -3.1684 1.0507 0.144
S 1.6036 -3.8078 0.2584 0.077
C 1.4865 -4.2273 -1.5136 -0.534
C 2.1528 -3.2346 -2.4720 -0.417
C 3.6068 -2.8056 -2.1850 -0.612
H 1.7383 1.1772 1.5132 0.453
H 0.3114 0.8440 2.2088 0.483
H 1.6265 0.7323 3.1452 0.444
H 2.0428 -1.0318 0.9255 0.249
H 1.9772 -1.3120 2.6798 0.213
H -0.7329 -1.1816 2.1219 0.236
H -0.1718 -0.7748 0.5690 0.241
H 0.4877 -4.4094 -1.9093 0.230
H 2.0459 -5.1658 -1.5342 0.223
H 1.6192 -2.2850 -2.3046 0.201
H 1.9910 -3.4962 -3.5163 0.208
H 3.6586 -1.9619 -1.5033 0.213
H 4.0989 -3.6456 -1.6831 0.202
H 4.0856 -2.5825 -3.1332 0.217
H -0.5717 1.5916 -0.6066 0.489
H -0.5742 2.8619 0.2425 0.493
O -0.1825 1.9831 0.1826 -0.977
H -3.3876 2.5058 0.1866 0.496
H -2.8017 1.9000 -1.0363 0.482
O -3.1071 1.6508 -0.1565 -0.948
H -1.9535 2.9075 -2.5644 0.482
H -1.6871 4.4893 -2.6109 0.485
O -1.7116 3.7093 -2.0576 -1.009
H 3.4811 3.0771 2.9473 0.523
H 2.1798 3.1374 4.0452 0.503
O 2.6222 2.7844 3.2779 -1.038
H -2.1475 -0.0794 1.7834 0.461
H -2.1879 1.2825 1.2147 0.499
O -2.0236 0.8290 2.0764 -0.981
H -5.1618 2.8662 1.7351 0.476
H -4.3492 3.1097 3.0602 0.485
O -4.5230 3.4285 2.1749 -0.958
H 5.5381 2.2722 1.6056 0.490
H 4.2506 1.6657 1.9871 0.465
O 4.6009 2.4952 1.6344 -0.935
H -0.7354 -0.9077 -2.7921 0.487
H -0.7234 0.4384 -3.5444 0.487
O -0.6628 0.0425 -2.6734 -0.938
H -2.4072 -1.7132 -1.1784 0.468
H -3.4230 -1.4791 -0.1181 0.480
O -2.4707 -1.6044 -0.2237 -0.944
H -0.6478 1.7636 6.2003 0.480
H -1.8363 2.6759 5.5598 0.486
O -1.2870 1.8991 5.5043 -0.965
H -2.0549 1.8574 -4.3576 0.513
H -3.4363 2.0010 -3.5629 0.495
O -2.5471 1.6377 -3.5420 -0.984
H -1.3747 1.7086 -6.7045 0.503
H -0.3984 0.7673 -5.9263 0.492
O -1.0121 1.5022 -5.8405 -0.974
H 0.8862 0.3001 -2.0681 0.493
H 2.0288 0.9005 -1.1971 0.470
O 1.5642 0.0826 -1.3984 -0.993
```

Which value of spin multiplicity does entry 6 give?
1

Repeat the sixth record exactly.
ORCA calculation (ωB97M-V/def2-TZVPD) on one molecule with the formula C2H6O2S in a non-equilibrium geometry.

Properties
Relative energy (zero: lowest compared OMol25 entry of this formula, charge and spin) ... 169.1 kJ/mol
Molar mass ... 94.1 g/mol
Highest occupied orbital energy ... -9.06 eV
Spin multiplicity ... 1
Structure (SMILES) ... OC(O)CS
Lowest unoccupied orbital energy ... 0.62 eV

```
11
Properties=species:S:1:pos:R:3:nbo_charge:R:1
O -0.5688 -1.4292 0.0189 -0.714
C -0.4678 -0.1390 -0.3967 0.428
O -1.5904 0.5916 -0.1973 -0.713
C 0.6748 0.6857 0.2400 -0.562
S 2.3341 0.0290 -0.1731 -0.064
H -1.5641 -1.8403 -0.0169 0.510
H -0.1493 0.0864 -1.6654 0.050
H -1.3165 1.4938 -0.5412 0.478
H 0.5298 0.7759 1.3703 0.226
H 0.8558 1.6823 -0.1371 0.227
H 2.3951 -1.1915 0.4161 0.136
```